Record 1
Below is a single C25H30N4O5S molecule, with properties calculated with ωB97M-V/def2-TZVPD.

Last columns: bonded neighbours and bond lengths (Å).
Geometry (Å):
1 C -6.260 -0.896 -1.511  H2 1.089, O3 1.406, H64 1.095, H65 1.095
2 H -7.021 -1.582 -1.880  C1 1.089
3 O -5.553 -1.607 -0.526  C1 1.406, C4 1.362
4 C -4.517 -0.996 0.113  O3 1.362, C5 1.392, C9 1.393
5 C -3.847 -1.760 1.064  C4 1.392, C6 1.379, H63 1.077
6 C -2.783 -1.230 1.764  C5 1.379, C7 1.387, H62 1.076
7 C -2.365 0.072 1.530  C6 1.387, C8 1.404, N16 1.398
8 C -3.042 0.848 0.575  C7 1.404, C9 1.386, O11 1.375
9 C -4.110 0.314 -0.128  C4 1.393, C8 1.386, H10 1.077
10 H -4.623 0.915 -0.860  C9 1.077
11 O -2.565 2.127 0.406  C8 1.375, C12 1.406
12 C -3.161 2.944 -0.571  O11 1.406, H13 1.094, H14 1.089, H15 1.094
13 H -3.074 2.503 -1.569  C12 1.094
14 H -2.611 3.883 -0.543  C12 1.089
15 H -4.214 3.137 -0.346  C12 1.094
16 N -1.290 0.673 2.192  C7 1.398, C17 1.351, H61 1.012
17 C -0.538 0.183 3.202  N16 1.351, O18 1.209, C19 1.529
18 O -0.709 -0.866 3.779  C17 1.209
19 C 0.532 1.168 3.674  C17 1.529, H20 1.089, H21 1.092, S22 1.816
20 H 1.249 0.636 4.298  C19 1.089
21 H 0.067 1.968 4.253  C19 1.092
22 S 1.441 2.010 2.347  C19 1.816, C23 1.766
23 C 2.116 0.588 1.546  S22 1.766, N24 1.280, N33 1.356
24 N 1.521 -0.513 1.815  C23 1.280, C25 1.365
25 C 2.005 -1.671 1.280  N24 1.365, C26 1.398, C30 1.405
26 C 1.347 -2.876 1.547  C25 1.398, C27 1.376, H60 1.078
27 C 1.837 -4.046 1.014  C26 1.376, C28 1.396, H59 1.080
28 C 2.983 -4.043 0.218  C27 1.396, C29 1.376, H58 1.080
29 C 3.639 -2.864 -0.052  C28 1.376, C30 1.397, H57 1.080
30 C 3.156 -1.663 0.473  C25 1.405, C29 1.397, C31 1.456
31 C 3.811 -0.398 0.173  C30 1.456, O32 1.215, N33 1.402
32 O 4.803 -0.266 -0.515  C31 1.215
33 N 3.210 0.727 0.757  C23 1.356, C31 1.402, C34 1.449
34 C 3.784 2.017 0.432  N33 1.449, C35 1.530, H55 1.094, H56 1.092
35 C 3.501 2.427 -1.015  C34 1.530, C36 1.528, H53 1.089, H54 1.091
36 C 2.014 2.384 -1.369  C35 1.528, N37 1.456, H51 1.095, H52 1.105
37 N 1.487 1.029 -1.444  C36 1.456, C38 1.453, C42 1.455
38 C 0.036 1.016 -1.387  N37 1.453, C39 1.527, H49 1.091, H50 1.106
39 C -0.458 -0.430 -1.381  C38 1.527, O40 1.407, H47 1.091, H48 1.100
40 O -0.046 -1.108 -2.543  C39 1.407, C41 1.408
41 C 1.359 -1.098 -2.637  O40 1.408, C42 1.528, H45 1.091, H46 1.099
42 C 1.918 0.325 -2.642  N37 1.455, C41 1.528, H43 1.090, H44 1.106
43 H 3.007 0.269 -2.663  C42 1.090
44 H 1.571 0.849 -3.552  C42 1.106
45 H 1.609 -1.607 -3.570  C41 1.091
46 H 1.792 -1.654 -1.793  C41 1.099
47 H -1.548 -0.469 -1.371  C39 1.091
48 H -0.073 -0.941 -0.487  C39 1.100
49 H -0.288 1.516 -0.473  C38 1.091
50 H -0.403 1.542 -2.254  C38 1.106
51 H 1.455 2.912 -0.590  C36 1.095
52 H 1.858 2.921 -2.321  C36 1.105
53 H 4.067 1.776 -1.679  C35 1.089
54 H 3.864 3.447 -1.151  C35 1.091
55 H 4.866 1.941 0.571  C34 1.094
56 H 3.377 2.756 1.125  C34 1.092
57 H 4.525 -2.834 -0.668  C29 1.080
58 H 3.354 -4.972 -0.189  C28 1.080
59 H 1.332 -4.979 1.216  C27 1.080
60 H 0.470 -2.850 2.174  C26 1.078
61 H -1.061 1.593 1.837  N16 1.012
62 H -2.267 -1.817 2.504  C6 1.076
63 H -4.177 -2.770 1.239  C5 1.077
64 H -5.609 -0.602 -2.342  C1 1.095
65 H -6.748 -0.007 -1.096  C1 1.095

Calculated values
Total charge: 0
SMILES: COc1ccc(NC(=O)CSc2nc3ccccc3c(=O)n2CCCN2CCOCC2)c(OC)c1
HOMO level (eV): -7.75
Energy (hartree): -1964.0994
HOMO-LUMO gap (eV): 8.1

Mulliken population analysis, charges in e, atoms 1 to 4: number 1, C, carries -0.823; number 2, H, carries 0.244; number 3, O, carries -0.477; number 4, C, carries 0.365


Record 2
Below is a single C25H30N4O6 molecule, with properties calculated with ωB97M-V/def2-TZVPD.

Last columns: bonded neighbours and bond lengths (Å).
Geometry (Å):
1 C 4.375 -0.158 -0.069  C2 1.523, H63 1.087, H64 1.088, H65 1.086
2 C 3.273 0.846 0.241  C1 1.523, H3 1.094, H4 1.092, O5 1.426
3 H 2.690 0.506 1.102  C2 1.094
4 H 3.688 1.835 0.450  C2 1.092
5 O 2.407 1.046 -0.874  C2 1.426, C6 1.351
6 C 1.480 0.095 -1.123  O5 1.351, O7 1.218, C8 1.449
7 O 1.316 -0.844 -0.365  C6 1.218
8 C 0.758 0.313 -2.361  C6 1.449, C9 1.392, C16 1.446
9 C 1.159 1.132 -3.412  C8 1.392, N10 1.355, C59 1.486
10 N 0.310 0.977 -4.457  C9 1.355, C11 1.376, C55 1.436
11 C -0.647 0.041 -4.139  N10 1.376, C12 1.385, C16 1.414
12 C -1.685 -0.450 -4.913  C11 1.385, C13 1.379, H54 1.079
13 C -2.485 -1.434 -4.371  C12 1.379, C14 1.397, H53 1.078
14 C -2.293 -1.888 -3.064  C13 1.397, C15 1.406, O48 1.360
15 C -1.312 -1.309 -2.238  C14 1.406, C16 1.402, N17 1.395
16 C -0.421 -0.393 -2.812  C8 1.446, C11 1.414, C15 1.402
17 N -1.258 -1.667 -0.891  C15 1.395, C18 1.357, H47 1.023
18 C -2.347 -1.767 -0.088  N17 1.357, O19 1.212, C20 1.529
19 O -3.486 -1.508 -0.410  C18 1.212
20 C -1.973 -2.250 1.314  C18 1.529, N21 1.446, H45 1.102, H46 1.093
21 N -0.897 -1.439 1.839  C20 1.446, C22 1.449, C37 1.448
22 C -1.340 -0.106 2.196  N21 1.449, H23 1.092, C24 1.529, H44 1.106
23 H -1.905 0.313 1.361  C22 1.092
24 C -0.114 0.764 2.473  C22 1.529, N25 1.443, H42 1.085, H43 1.095
25 N 0.679 0.171 3.523  C24 1.443, C26 1.352, C36 1.450
26 C 0.948 0.649 4.758  N25 1.352, O27 1.225, C28 1.477
27 O 1.640 0.019 5.549  C26 1.225
28 C 0.442 1.969 5.186  C26 1.477, C29 1.373, O32 1.356
29 C 0.857 2.637 6.312  C28 1.373, C30 1.410, H35 1.070
30 C 0.093 3.820 6.383  C29 1.410, C31 1.361, H34 1.070
31 C -0.739 3.789 5.305  C30 1.361, O32 1.341, H33 1.073
32 O -0.538 2.682 4.577  C28 1.356, C31 1.341
33 H -1.493 4.469 4.959  C31 1.073
34 H 0.150 4.584 7.131  C30 1.070
35 H 1.616 2.303 6.988  C29 1.070
36 C 1.078 -1.184 3.196  N25 1.450, C37 1.528, H40 1.090, H41 1.094
37 C -0.165 -2.034 2.937  N21 1.448, C36 1.528, H38 1.091, H39 1.105
38 H 0.142 -3.043 2.653  C37 1.091
39 H -0.770 -2.095 3.860  C37 1.105
40 H 1.662 -1.576 4.028  C36 1.090
41 H 1.681 -1.171 2.283  C36 1.094
42 H -0.414 1.776 2.726  C24 1.085
43 H 0.492 0.788 1.560  C24 1.095
44 H -1.993 -0.118 3.089  C22 1.106
45 H -2.878 -2.233 1.944  C20 1.102
46 H -1.628 -3.284 1.230  C20 1.093
47 H -0.343 -1.610 -0.438  N17 1.023
48 O -2.985 -2.928 -2.525  C14 1.360, C49 1.404
49 C -4.147 -3.381 -3.168  O48 1.404, H50 1.089, H51 1.097, H52 1.094
50 H -4.593 -4.105 -2.488  C49 1.089
51 H -3.919 -3.875 -4.120  C49 1.097
52 H -4.856 -2.565 -3.337  C49 1.094
53 H -3.268 -1.859 -4.977  C13 1.078
54 H -1.864 -0.103 -5.918  C12 1.079
55 C 0.420 1.651 -5.720  N10 1.436, H56 1.090, H57 1.087, H58 1.094
56 H 0.663 2.703 -5.567  C55 1.090
57 H -0.531 1.588 -6.244  C55 1.087
58 H 1.194 1.197 -6.345  C55 1.094
59 C 2.319 2.051 -3.547  C9 1.486, H60 1.090, H61 1.083, H62 1.091
60 H 2.831 1.878 -4.493  C59 1.090
61 H 3.015 1.904 -2.731  C59 1.083
62 H 1.984 3.089 -3.524  C59 1.091
63 H 3.940 -1.132 -0.277  C1 1.087
64 H 4.949 0.164 -0.935  C1 1.088
65 H 5.038 -0.243 0.786  C1 1.086

Calculated values
Total charge: 0
SMILES: CCOC(=O)c1c(C)n(C)c2ccc(OC)c(NC(=O)CN3CCN(C(=O)c4ccco4)CC3)c12
HOMO level (eV): -7.49
Energy (hartree): -1641.1471
HOMO-LUMO gap (eV): 8.0

Mulliken population analysis, charges in e, atoms 1 to 4: number 1, C, carries -1.275; number 2, C, carries 0.268; number 3, H, carries -0.300; number 4, H, carries 0.430


Record 3
Below is 2 unconnected molecules or ions with the total composition C25H31BrI2O4S, with properties calculated with ωB97M-V/def2-TZVPD.

Last columns: bonded neighbours and bond lengths (Å).
Geometry (Å):
1 C -0.294 -2.137 3.068  C2 1.614, H33 1.167, H34 1.194, H35 1.192
2 C 0.649 -0.934 2.550  C1 1.614, C3 1.625, H36 1.195, H37 1.194
3 C 0.478 -0.379 1.032  C2 1.625, C4 1.673, C5 1.681, C24 1.679
4 C -0.805 -1.029 0.179  C3 1.673, H38 1.190, H39 1.196, H40 1.161
5 C -0.095 1.191 1.209  C3 1.681, C6 1.635, O14 1.456, H41 1.168
6 C -1.541 1.237 1.971  C5 1.635, C7 1.625, H42 1.194, H43 1.193
7 C -2.809 1.785 1.114  C6 1.625, C8 1.674, C13 1.634
8 C -4.197 2.108 1.990  C7 1.674, C9 1.673, H44 1.190
9 C -5.572 2.652 1.206  C8 1.673, C10 1.660, H45 1.179
10 C -5.634 2.920 -0.430  C9 1.660, C11 1.644, H46 1.170
11 C -4.272 2.597 -1.292  C10 1.644, C12 1.671, C13 1.660
12 C -4.152 2.812 -2.945  C11 1.671, H47 1.183, H48 1.170, H49 1.189
13 C -2.931 2.025 -0.498  C7 1.634, C11 1.660, H50 1.179
14 O 0.805 2.104 1.900  C5 1.456, S15 1.744
15 S 2.227 2.438 0.946  O14 1.744, O16 1.568, O17 1.522, C18 1.873
16 O 3.185 3.281 1.857  S15 1.568
17 O 1.724 3.143 -0.305  S15 1.522
18 C 2.961 0.724 0.770  S15 1.873, C19 1.615, C24 1.680, H51 1.206
19 C 4.512 0.579 0.344  C18 1.615, I20 2.249, C21 1.475
20 I 5.881 -0.524 1.746  C19 2.249
21 C 5.245 1.054 -0.844  C19 1.475, C22 1.676, I23 2.152
22 C 6.871 0.744 -1.106  C21 1.676, H52 1.188, H53 1.171, H54 1.184
23 I 4.253 2.219 -2.358  C21 2.152
24 C 1.895 -0.406 0.131  C3 1.679, C18 1.680, Br25 1.991, C26 1.622
25 Br 1.345 -0.047 -1.749  C24 1.991
26 C 2.702 -1.812 0.153  C24 1.622, C27 1.626, H55 1.188, H56 1.195
27 C 1.881 -3.184 -0.144  C26 1.626, C28 1.636, C32 1.673
28 C 1.287 -4.259 0.937  C27 1.636, C29 1.662, H57 1.169
29 C 0.520 -5.633 0.400  C28 1.662, C30 1.658, H58 1.180
30 C 0.306 -6.007 -1.201  C29 1.658, C31 1.646, H59 1.174
31 C 0.902 -4.926 -2.290  C30 1.646, C32 1.641, H60 1.193
32 C 1.655 -3.570 -1.756  C27 1.673, C31 1.641, H61 1.194
33 H -0.732 -2.865 2.267  C1 1.167
34 H -1.203 -1.656 3.673  C1 1.194
35 H 0.313 -2.767 3.878  C1 1.192
36 H 0.518 -0.042 3.334  C2 1.195
37 H 1.779 -1.284 2.716  C2 1.194
38 H -1.717 -1.325 0.884  C4 1.190
39 H -1.299 -0.227 -0.558  C4 1.196
40 H -0.525 -1.933 -0.494  C4 1.161
41 H -0.268 1.560 0.115  C5 1.168
42 H -1.411 1.962 2.911  C6 1.194
43 H -1.882 0.196 2.444  C6 1.193
44 H -4.254 1.971 3.171  C8 1.190
45 H -6.572 2.865 1.793  C9 1.179
46 H -6.568 3.313 -1.014  C10 1.170
47 H -3.229 2.158 -3.289  C12 1.183
48 H -5.090 2.426 -3.528  C12 1.170
49 H -3.873 3.936 -3.219  C12 1.189
50 H -2.003 1.777 -1.183  C13 1.179
51 H 2.972 0.377 1.926  C18 1.206
52 H 7.203 1.241 -2.133  C22 1.188
53 H 7.066 -0.406 -1.208  C22 1.171
54 H 7.526 1.267 -0.270  C22 1.184
55 H 3.219 -1.942 1.215  C26 1.188
56 H 3.520 -1.764 -0.717  C26 1.195
57 H 1.436 -4.082 2.083  C28 1.169
58 H 0.100 -6.419 1.173  C29 1.180
59 H -0.214 -7.019 -1.491  C30 1.174
60 H 0.827 -5.117 -3.465  C31 1.193
61 H 2.097 -2.849 -2.599  C32 1.194
62 O -5.331 4.983 -5.062  H63 0.969, H64 0.969
63 H -5.885 5.446 -5.708  O62 0.969
64 H -5.500 5.452 -4.231  O62 0.969

Calculated values
Total charge: 0
SMILES: CC[C@@]1(C)[C@@H](Cc2cccc(C)c2)OS(=O)(=O)[C@H](/C(I)=C(/C)I)[C@@]1(Br)Cc1ccccc1.O
HOMO level (eV): -8.22
Energy (hartree): -4838.9065
HOMO-LUMO gap (eV): 7.5

Mulliken population analysis, charges in e, atoms 1 to 4: number 1, C, carries -1.310; number 2, C, carries -0.523; number 3, C, carries 1.162; number 4, C, carries -0.995